Entry 1:
8
Properties=species:S:1:pos:R:3 method="wB97M-V/def2-TZVPD" total_energy_ev=-16146.91041 total_charge=0 e_homo_ev=-10.30 gap_ev=7.83
Cl -2.82316 -0.12150 0.24428
N -0.58385 -0.44033 -0.65293
C 0.57307 -0.65120 0.17907
C 0.23611 0.72591 -0.36342
H 0.49781 -0.79680 1.26719
H 0.73702 1.26805 -1.15140
H 1.26802 -1.34700 -0.09569
H 0.09498 1.36288 0.57290

Entry 2:
130
Properties=species:S:1:pos:R:3 method="wB97M-V/def2-TZVPD" total_energy_ev=-117457.80329 spin_multiplicity=5 total_charge=+1 e_homo_ev="-9.56 / -9.81" gap_ev="7.13 / 7.89"
Cr 0.63452 0.93824 -0.24174
S -0.23278 3.90854 -2.11584
P 0.38022 -3.32966 0.48456
P -1.78338 0.34814 -0.11254
F 0.84262 1.71064 1.83786
O 0.56032 2.69514 -1.73394
N 2.57332 0.94294 -0.01024
N 0.36112 -5.96276 -0.53884
N -0.75668 -5.67456 1.58916
N 1.66182 -5.63456 1.47966
C 0.99922 6.08454 -0.99784
C -5.57058 3.00044 -0.16264
C 2.82362 0.53614 1.25116
C 4.55582 2.20494 -0.68984
C 3.48922 4.04704 0.52886
C -0.77988 -6.32216 0.28716
C -1.67508 -1.36776 -3.95414
C -3.88858 -0.75276 3.10356
C 0.49282 -5.99196 2.26386
C 3.66832 0.45284 -2.11754
C -3.40438 -1.66576 -1.48044
C 0.32302 -4.57966 -0.94254
C 0.92282 5.34084 -2.32184
C -3.36438 1.36714 -0.10654
C 1.96052 0.39664 3.55306
C -2.44518 -2.63976 -3.58114
C 3.31712 -1.87296 -1.27054
C -1.88628 -0.27026 -2.89764
C -3.59168 2.12214 -1.42564
C -3.44338 2.34634 1.06456
C -3.39198 -1.31796 1.77666
C -4.53478 3.31854 -1.23484
C 3.60722 1.18204 -0.91874
C 1.40502 -0.66916 -2.38834
C 1.58602 -6.28046 0.17866
C 3.01882 -0.43276 3.90036
C 3.98892 -0.73406 2.95216
C 5.40382 1.91604 -2.92694
C -0.37848 5.99764 -0.35364
C -0.82818 4.55574 -0.49114
C -4.87758 2.88704 1.19946
C -1.99838 -0.79646 1.38076
C -1.27498 -0.21846 2.60156
C 1.89322 0.84384 2.25596
C -1.49128 -1.07516 3.84706
C 2.91642 -0.84176 -2.32784
C 5.42692 2.56094 -1.70594
C 4.57252 2.96934 0.61526
C 1.81362 -4.20716 1.36196
C -2.08088 -0.88646 -1.50734
C 5.91732 3.60964 0.96616
C 3.91572 -0.25566 1.66466
C -3.73058 -2.25336 -2.86134
C -2.96938 -1.16796 4.25196
C -0.95908 -4.25356 1.47606
C 4.55302 0.84574 -3.10974
H -0.61868 -1.60456 -4.07804
H 4.82372 -1.35826 3.22346
H -0.37668 3.89284 0.25176
H 2.95362 -2.86116 -1.54844
H -4.05278 1.44554 -2.14364
H 1.20372 0.68514 4.26576
H -2.73978 3.16454 0.91046
H -3.32158 -2.47716 -0.75694
H -5.02418 3.55074 -2.18114
H -4.13288 -1.12336 1.00606
H -1.84818 -3.27016 -2.91784
H 3.23752 -1.23056 -3.30194
H 3.44222 4.62494 1.45056
H 2.73392 -3.99716 0.80696
H -3.16108 1.85804 1.99646
H 4.40162 -1.91986 -1.19354
H -2.03408 -0.99646 -4.91544
H 1.91012 -3.77246 2.36376
H 6.73472 2.89954 0.86306
H -1.40338 -1.65966 1.05416
H -4.84538 3.86224 1.68726
H 5.88652 3.94794 2.00046
H -2.65688 -3.22506 -4.47654
H 6.12912 4.47534 0.34286
H -4.38268 -3.11876 -2.74254
H -4.23068 -1.02236 -1.17904
H -0.20628 -0.22546 2.39016
H 4.58552 0.28894 -4.03504
H -1.92558 -4.08206 0.98396
H -3.95198 0.33404 3.06646
H 0.48592 5.95954 -3.10564
H 0.53042 -5.45916 3.21956
H -1.01418 -3.83366 2.48716
H 3.09552 -0.82196 4.90176
H 1.88212 4.95674 -2.66154
H 2.44132 -5.96836 -0.42854
H 1.62762 -7.36386 0.32336
H -6.06298 2.05854 -0.41064
H 1.30202 7.12034 -1.14884
H -6.34358 3.76924 -0.12754
H -3.32278 -2.40186 1.89436
H 0.99272 -0.32426 -1.40264
H -1.05138 0.43604 -2.89664
H -1.58148 0.80874 2.80566
H -4.17848 0.64914 0.03196
H -2.77798 0.28974 -3.16804
H 6.06512 2.21984 -3.72054
H 6.13582 3.35804 -1.54864
H -3.17938 -0.53546 5.11636
H -3.19278 -2.19436 4.54566
H -4.89568 -1.12906 3.29346
H 1.17702 -4.38376 -1.59944
H 2.89982 -1.60756 -0.30014
H -1.25948 -1.60386 -1.35234
H -2.64008 2.46094 -1.84724
H 1.73322 5.60754 -0.35294
H -1.70128 -6.04426 -0.23504
H 2.52112 3.58114 0.33526
H -1.90898 4.46674 -0.46094
H 3.73192 4.71454 -0.29814
H 0.51472 -7.06916 2.45486
H 4.68232 -0.49696 0.94696
H -3.98138 4.20924 -0.93304
H 1.14232 0.05394 -3.15994
H -1.08058 6.66214 -0.86284
H -0.59658 -4.41126 -1.51554
H -1.09968 -2.07326 3.64016
H 4.33032 2.28094 1.43096
H -0.33888 6.28834 0.69626
H -4.26158 -1.51946 -3.46874
H -0.89978 -0.66806 4.67086
H -0.76918 -7.40476 0.44156
H -5.46338 2.23004 1.84386
H 0.93352 -1.62606 -2.61224

Entry 3:
71
Properties=species:S:1:pos:R:3 method="wB97M-V/def2-TZVPD" total_energy_ev=-181585.72761 spin_multiplicity=3 total_charge=+4 e_homo_ev="-19.72 / -19.72" gap_ev="7.86 / 3.54"
Pb -2.35193 2.70840 -4.10505
Cu 2.02508 2.16789 -4.65684
Cu 4.24620 -0.29432 -2.65942
S 3.44294 -3.25689 -0.70294
S -2.96979 4.03982 -0.18763
S 2.28495 0.83786 2.88826
S -2.89534 -0.56841 -1.82139
O 2.33518 0.65023 -3.10264
O 0.07767 2.50068 -3.71064
O -3.63313 5.25751 0.16650
O 2.58127 2.00388 2.09686
O 2.95679 -3.65280 0.60026
O 1.10966 0.69116 3.70370
O -2.01747 -1.59589 -2.31026
O 2.49061 -3.97927 -1.80631
O -2.36300 -0.05293 -0.38404
O -2.67626 3.68679 -1.57087
O -3.72731 2.72847 0.37867
O 3.65363 0.44203 3.77593
O 3.65472 -1.82841 -1.01550
O -3.04311 0.64611 -2.62014
C 1.13013 -3.48829 -1.80921
C -1.39765 3.90679 0.76898
C 4.88580 0.87988 3.20769
C 0.22848 1.96603 -2.42101
C 0.33743 -4.24438 -2.88963
C -4.57992 -1.17167 -1.49281
C -4.60108 2.92961 1.50465
C 2.31762 -0.62049 1.75528
C 5.01255 -4.14032 -1.12437
C 5.92732 0.38747 4.20687
C -2.16202 -1.01451 0.67333
C 1.33403 0.80146 -2.19264
C -3.37327 -0.96502 1.64720
C -5.99726 2.40444 1.27994
H -6.54796 3.07609 0.60938
H -0.65822 4.63445 0.43746
H 4.79062 -5.18970 -0.95861
H -4.95211 -1.57830 -2.43420
H 1.69999 0.82044 -1.16369
H 5.93061 0.95085 5.13991
H 1.41842 -0.48744 1.15546
H 1.12115 -2.44439 -2.14821
H 0.77955 -0.15253 -2.34651
H 0.64120 -4.04703 -3.91522
H 2.18694 -1.50607 2.37696
H -5.17128 -0.33424 -1.13810
H 6.90285 0.49408 3.72423
H -4.46695 -2.03117 -0.83629
H -1.33595 -0.71531 1.32195
H 5.14912 -3.94408 -2.18959
H -1.59796 4.12189 1.81939
H -3.42164 0.02423 2.10233
H -1.93151 -2.04219 0.38853
H -0.66491 1.55239 -1.93003
H 3.25718 -0.60913 1.21026
H 5.82131 -0.67215 4.45727
H -3.06573 -1.68135 2.41133
H 0.74482 -3.58902 -0.79476
H 5.86927 -3.67383 -0.64600
H -4.17256 2.43373 2.38183
H 0.41550 2.74378 -1.66683
H -6.53320 2.53777 2.21932
H -0.97719 2.90248 0.75232
H 4.98358 1.97976 3.14092
H -4.69693 3.97847 1.78284
H -6.11775 1.45347 0.76304
H 5.02680 0.50577 2.18107
H 0.34113 -5.31597 -2.70821
H -0.66282 -3.81799 -2.78306
H -4.34890 -1.14066 1.21275

Entry 4:
132
Properties=species:S:1:pos:R:3 method="wB97M-V/def2-TZVPD" total_energy_ev=-81069.22082 smiles=c1ccncc1.c1ccncc1.c1ccncc1.c1ccncc1.c1ccncc1.c1ccncc1.c1ccncc1.c1ccncc1.c1ccncc1.c1ccncc1.c1ccncc1.c1ccncc1 total_charge=0 e_homo_ev=-9.06 gap_ev=9.47
N 1.22647 -21.72577 -13.14453
N -2.18094 -25.20842 -10.55282
N 4.80973 -23.64929 -13.72518
N 8.54803 -19.16939 -14.43063
N 2.81313 -24.89239 -8.33812
N 1.19724 -16.93325 -10.30842
N 4.08642 -14.76517 -12.85802
N -1.25489 -20.91094 -8.46667
N 7.06951 -25.14844 -10.59576
N 4.00299 -18.45101 -17.22036
N 2.35594 -16.95692 -4.75850
N 4.86561 -18.75479 -9.76554
C 1.62171 -18.45485 -6.47785
C 5.17734 -24.89684 -14.01334
C 1.51869 -17.86791 -5.21421
C 0.04767 -21.43728 -13.60268
C 5.26345 -19.90061 -9.21901
C 0.79417 -20.62604 -9.55042
C 2.68421 -18.09104 -7.31541
C 5.73522 -22.66452 -13.97867
C 0.84044 -15.07142 -11.75508
C 3.85163 -24.79962 -9.12300
C 9.26556 -24.66593 -11.54722
C 3.65152 -17.19997 -6.77413
C 1.82530 -22.45775 -15.43366
C 0.34166 -14.34534 -10.76561
C 6.24925 -15.59471 -12.05629
C -2.69240 -23.04610 -11.39073
C 2.53353 -24.35156 -11.04613
C 1.26805 -16.32680 -11.52840
C 0.66439 -21.78130 -7.44475
C 4.82814 -18.04447 -16.20678
C 0.67001 -16.25930 -9.30391
C 3.94321 -20.06812 -11.56148
C -0.72850 -21.55931 -7.41446
C 5.11185 -21.12329 -9.78682
C 9.38740 -26.01808 -11.92232
C 0.48631 -22.12896 -15.89191
C 2.16433 -18.33277 -15.69184
C -0.40101 -21.60250 -14.93685
C 6.08431 -14.81574 -14.27031
C 8.69935 -20.20188 -11.77791
C 7.59503 -18.97835 -13.49380
C 9.59307 -19.90657 -14.00547
C 3.38706 -16.64738 -5.55070
C 4.18219 -18.83962 -10.91532
C 2.13386 -22.20612 -14.08893
C 4.72328 -14.54987 -14.02626
C 0.28841 -14.91706 -9.49308
C 3.02943 -17.91278 -14.67583
C 9.71221 -20.46375 -12.68607
C -2.08437 -24.74193 -12.95744
C 2.66736 -18.63322 -16.91891
C -1.97402 -25.58259 -11.83557
C 8.43336 -26.90546 -11.55192
C 4.86844 -15.36640 -11.88641
C 6.82299 -15.38687 -13.27888
C 1.58220 -24.68753 -8.85978
C 3.77799 -24.59752 -10.48437
C -0.55368 -20.47712 -9.46561
C -2.54220 -23.91993 -10.33047
C 7.25644 -26.43809 -10.91983
C 1.44326 -24.41375 -10.21151
C 6.88409 -22.94667 -14.72397
C 6.39990 -25.27639 -14.69342
C 7.17715 -24.24918 -15.19613
C 7.64891 -19.32620 -12.16534
C 8.03028 -24.30284 -10.95416
C 1.42844 -21.31564 -8.52218
C -2.52603 -23.43452 -12.72022
C 4.38149 -17.73593 -14.91687
C 4.44953 -21.23039 -11.03214
H -1.01146 -19.82716 -10.26286
H 1.63253 -16.90455 -12.38851
H 7.79445 -23.26076 -10.77727
H 8.03155 -24.36219 -15.85431
H -2.76196 -23.47542 -9.37224
H 4.09050 -14.19036 -14.86355
H 0.77739 -19.09242 -6.87046
H 3.39103 -20.02443 -12.50833
H 5.71512 -19.80531 -8.18559
H 4.82213 -24.94400 -8.64228
H 8.72143 -20.61532 -10.77733
H 0.46336 -24.19572 -10.55778
H 5.87558 -18.13142 -16.55747
H 6.72130 -18.42812 -13.84451
H 1.29022 -20.25725 -10.46986
H 4.17222 -22.22560 -11.47799
H 0.89246 -14.63606 -12.75683
H 0.71534 -24.93191 -8.26759
H 6.58169 -14.59099 -15.21321
H 6.84828 -19.22122 -11.43025
H 0.61399 -18.07777 -4.64557
H 0.15166 -22.40288 -16.85751
H -1.44439 -21.94801 -6.74497
H 2.66434 -17.63602 -13.64052
H 9.97099 -23.99991 -11.97802
H -2.73387 -22.01225 -11.08873
H 6.90847 -15.84289 -11.17723
H 4.43238 -25.63086 -13.76139
H 4.35845 -15.57848 -10.95063
H 0.61968 -16.73476 -8.30633
H 3.11436 -22.35231 -13.75329
H 6.34995 -26.30109 -15.09251
H 2.48878 -21.56569 -8.56985
H 1.15600 -18.59305 -15.42518
H -2.63871 -22.64811 -13.50754
H 5.39129 -21.98339 -9.13804
H -0.19211 -14.34283 -8.69051
H 10.46164 -21.20105 -12.37351
H 6.55369 -27.24773 -10.75600
H 5.08998 -17.55411 -14.10971
H 2.59926 -22.92652 -16.11709
H 1.17098 -22.41496 -6.64212
H 8.63732 -27.92753 -11.76607
H 10.37202 -20.13291 -14.71656
H 7.84701 -15.63935 -13.41958
H 2.35266 -24.41854 -12.13473
H 3.77741 -17.86874 -11.27234
H -0.06938 -13.40970 -10.92814
H -0.60349 -21.13198 -12.79641
H 7.44432 -22.01226 -14.96016
H 2.08056 -19.19089 -17.64020
H -1.48478 -26.55136 -11.87550
H -1.42917 -21.33918 -15.15114
H -1.88784 -25.05511 -13.98005
H 4.59869 -16.86441 -7.35092
H 4.70731 -24.59285 -11.05575
H 2.74331 -18.49128 -8.29498
H 10.26237 -26.36788 -12.55889
H 5.33864 -21.68765 -13.67674
H 4.09734 -15.87183 -5.18296